Formula: C60H62N4PSSbSe4V
Source: the Open Molecules 2025 dataset
Level of theory: ωB97M-V with the def2-TZVPD basis set

```
134
Properties=species:S:1:pos:R:3:mulliken_spin:R:1
V 0.233 -0.329 0.360 1.07
C 4.188 3.659 3.115 0.00
C 3.022 3.730 2.369 0.00
C 2.409 2.564 1.934 -0.01
C 2.935 1.314 2.241 -0.01
C 4.110 1.256 2.994 0.00
C 4.732 2.419 3.420 0.00
P 1.970 -0.201 1.795 -0.10
C 3.312 -1.453 1.998 0.02
C 3.087 -2.590 2.772 -0.01
C 4.071 -3.559 2.887 0.00
C 5.256 -3.439 2.182 0.00
C 5.457 -2.350 1.348 0.00
C 4.496 -1.357 1.266 -0.01
C 1.128 -0.536 3.379 0.00
C 1.536 -0.163 4.634 -0.01
C 0.738 -0.497 5.743 0.00
C -0.446 -1.164 5.580 0.00
C -0.907 -1.538 4.297 0.00
C -2.153 -2.160 4.071 0.00
C -2.555 -2.424 2.792 0.01
C -1.742 -2.098 1.687 0.00
C -0.494 -1.525 1.828 -0.05
C -0.094 -1.230 3.171 0.08
H 4.675 4.566 3.451 0.00
H 2.580 4.690 2.128 0.00
H 1.512 2.653 1.333 -0.03
H 4.545 0.297 3.241 0.00
H 5.644 2.349 4.000 0.00
H 2.139 -2.731 3.276 0.00
H 3.895 -4.426 3.512 0.00
H 5.993 -4.229 2.225 0.00
H 6.326 -2.298 0.707 0.00
H 4.649 -0.523 0.595 0.01
H 2.457 0.389 4.775 0.00
H 1.075 -0.217 6.735 0.00
H -1.061 -1.407 6.442 0.00
H -2.785 -2.397 4.920 0.00
H -3.520 -2.880 2.603 0.00
H -2.136 -2.316 0.709 -0.05
C -1.036 2.339 2.913 0.00
C -2.549 2.269 2.924 0.00
C -3.075 3.583 2.331 0.00
C -3.250 1.089 2.225 0.01
C -4.409 0.678 2.878 0.00
C -5.293 -0.216 2.310 0.00
C -5.063 -0.667 1.027 0.00
C -3.924 -0.310 0.323 0.00
C -3.804 -0.788 -1.118 0.01
C -3.841 -2.311 -1.269 0.01
C -4.934 -0.191 -1.973 0.00
C -2.954 0.508 0.957 -0.03
N -1.715 0.677 0.283 0.07
C -1.717 1.560 -0.720 0.07
C -0.620 1.617 -1.623 0.00
N 0.464 0.885 -1.438 0.03
C 1.229 0.719 -2.630 -0.02
C 0.701 -0.107 -3.644 0.02
C 1.535 -0.454 -4.700 0.00
C 2.822 0.046 -4.789 0.00
C 3.285 0.941 -3.838 0.00
C 2.511 1.273 -2.736 -0.01
C 3.039 2.206 -1.666 0.01
C 2.990 3.663 -2.135 0.00
C 4.452 1.827 -1.226 0.00
C -0.747 -0.594 -3.633 -0.01
C -0.899 -2.107 -3.730 0.00
C -1.508 0.072 -4.786 0.00
C -0.959 2.544 -2.710 0.02
C -0.358 2.954 -3.878 -0.01
C -1.029 3.903 -4.679 0.00
C -2.247 4.439 -4.338 -0.01
C -2.894 4.029 -3.146 -0.01
C -4.149 4.464 -2.652 0.03
C -4.642 3.934 -1.484 -0.02
C -3.960 2.953 -0.733 0.03
C -2.728 2.516 -1.176 0.00
C -2.222 3.082 -2.376 -0.01
H -0.697 3.241 3.431 0.00
H -0.662 2.394 1.900 0.00
H -0.619 1.492 3.433 0.01
H -2.849 2.220 3.977 0.00
H -2.722 3.709 1.307 0.00
H -2.713 4.431 2.917 0.00
H -4.167 3.605 2.318 0.00
H -4.619 1.094 3.857 0.00
H -6.174 -0.535 2.853 0.00
H -5.790 -1.320 0.557 0.00
H -2.862 -0.438 -1.545 -0.01
H -4.657 -2.749 -0.691 0.00
H -2.913 -2.781 -0.956 -0.01
H -3.988 -2.571 -2.319 0.00
H -5.900 -0.608 -1.676 0.00
H -4.765 -0.434 -3.024 0.00
H -4.986 0.889 -1.876 0.00
H 1.192 -1.165 -5.440 0.00
H 3.479 -0.296 -5.575 0.00
H 4.293 1.326 -3.924 0.00
H 2.385 2.120 -0.794 0.00
H 3.613 3.793 -3.022 0.00
H 3.362 4.328 -1.350 0.00
H 1.971 3.966 -2.383 0.00
H 5.179 2.013 -2.018 0.00
H 4.494 0.765 -0.996 0.00
H 4.743 2.391 -0.336 0.00
H -1.217 -0.287 -2.693 0.03
H -0.522 -2.503 -4.670 0.00
H -1.951 -2.385 -3.620 0.00
H -0.362 -2.576 -2.913 0.00
H -1.047 -0.193 -5.739 0.00
H -1.508 1.159 -4.687 0.00
H -2.546 -0.270 -4.796 0.00
H 0.594 2.554 -4.199 0.00
H -0.559 4.212 -5.606 0.00
H -2.727 5.167 -4.983 0.00
H -4.714 5.211 -3.198 0.00
H -5.605 4.272 -1.119 0.00
H -4.418 2.567 0.168 0.01
C 1.508 -6.129 1.784 0.00
N 0.608 -5.177 1.163 0.00
C 0.191 -5.216 -0.117 0.00
N 0.841 -5.961 -1.012 0.00
S -1.229 -4.384 -0.495 0.00
H 1.540 -5.918 2.853 0.00
H 2.518 -6.048 1.377 0.00
H 1.138 -7.152 1.641 0.00
H 0.033 -4.611 1.762 0.00
H 1.791 -6.289 -0.823 0.00
H 0.645 -5.784 -1.987 0.00
Se 2.599 -4.306 -3.690 -0.01
Sb 3.154 -3.063 -1.641 0.00
Se 4.086 -5.033 -0.498 -0.01
Se 5.260 -1.940 -2.234 -0.01
Se 1.491 -1.675 -0.507 -0.08
```

Calculated values
Multiplicity: 2
Molecular weight, g mol⁻¹: 1390.77
⟨S²⟩: 0.8089
Calculated total energy, eV: -382924.632
HOMO-LUMO gap (spin up / spin down), eV: 5.056 / 5.115
Charge: -2
LUMO (spin up / spin down), eV: 3.580 / 3.635
Highest occupied orbital energy (spin up / spin down), eV: -1.48 / -1.48